Formula: C24H36N12
Source: OMol25
Level of theory: ωB97M-V with the def2-TZVPD basis set

Calculated values
HOMO: -9.578 eV
Gap between HOMO and LUMO: 9.30 eV
Total charge: 0
2S+1: 1

Element x y z (Å)
C -4.3646 1.8268 0.0171
C -3.0085 1.3618 -0.3142
N -1.9267 1.0082 -0.5936
H -4.2975 2.2892 1.0019
H -5.1292 1.0534 -0.0563
H -4.6115 2.6597 -0.6413
C 2.8456 1.9305 -2.7420
C 2.1822 1.4661 -1.5574
N 1.6651 1.0538 -0.5695
H 3.4677 2.8192 -2.6356
H 2.0233 2.2918 -3.3596
H 3.3046 1.0666 -3.2228
C -0.1070 -2.1204 -3.6684
C 0.3428 -3.3824 -3.0433
N 0.7359 -4.3746 -2.5996
H -1.0253 -2.2709 -4.2361
H 0.5574 -1.6663 -4.4036
H -0.2361 -1.3657 -2.8926
C 0.1101 1.6849 3.4003
C 0.7225 0.9293 4.5629
N 1.1435 0.3005 5.4290
H 0.5850 2.6585 3.2792
H -0.9286 1.9393 3.6116
H 0.1351 0.9835 2.5664
C -3.1032 -1.0871 1.3070
C -3.9111 -1.9032 0.4018
N -4.5698 -2.5104 -0.3368
H -3.2715 -1.5173 2.2942
H -3.3115 -0.0175 1.3319
H -2.0551 -1.2086 1.0334
C -0.1732 0.9694 -2.5670
C -0.3269 2.4112 -2.3120
N -0.5029 3.5318 -2.1217
H -0.6276 0.3603 -1.7855
H 0.8754 0.6743 -2.6041
H -0.6113 0.8345 -3.5559
C 0.7292 -1.8726 4.5070
C 0.9237 -1.1317 3.2494
N 1.0580 -0.5305 2.2668
H 1.1539 -2.8561 4.3056
H -0.3393 -2.0091 4.6735
H 1.2463 -1.3870 5.3346
C -1.0049 2.5589 0.8494
C -0.4753 3.9105 1.2034
N -0.0219 4.8945 1.4531
H -2.0759 2.6567 0.6724
H -0.9046 1.8249 1.6490
H -0.5398 2.2364 -0.0821
C 2.8849 -0.9818 -2.0945
C 2.6720 -2.4002 -1.8510
N 2.5385 -3.5063 -1.7189
H 3.6787 -0.8556 -2.8308
H 3.2178 -0.4610 -1.1967
H 1.9304 -0.5052 -2.3179
C -1.2809 -2.8615 -0.6105
C -1.8852 -2.1342 -1.7041
N -2.3446 -1.5743 -2.6303
H -0.2814 -3.0092 -1.0194
H -1.9023 -3.7506 -0.5038
H -1.2938 -2.2409 0.2855
C -0.0608 0.2134 0.3923
C 0.2912 -0.7206 -0.7604
N 0.6016 -1.4788 -1.5753
H 0.6630 0.0489 1.1905
H -1.0862 0.2323 0.7615
H 0.1023 1.1928 -0.0575
C 2.8054 0.0414 1.4860
C 3.9348 0.9062 1.9126
N 4.8549 1.5282 2.2752
H 2.9935 -1.0063 1.7208
H 2.7627 0.0353 0.3969
H 1.8571 0.3128 1.9500

Results of the Löwdin charge analysis, in e, for atoms 1 through 4: -0.009 -0.190 0.074 0.095

Formula: C22H20CrN8S
Source: OMol25
Level of theory: ωB97M-V with the def2-TZVPD basis set

Calculated values
HOMO (spin up / spin down): -13.864 / -13.880 eV
Gap between HOMO and LUMO (spin up / spin down): 6.21 / 6.09 eV
Total charge: +2
2S+1: 5

Element x y z (Å)
Cr -0.3590 -0.5944 0.2641
C 3.1111 -2.0933 1.9647
C 1.7742 -1.9734 1.6146
N 1.2749 -0.7994 1.2233
C 2.0951 0.2858 1.2472
C 3.4178 0.1397 1.6759
N 3.9122 -1.0377 1.9879
C 1.4929 1.4530 0.6201
C 2.0544 2.7030 0.4014
C 1.4248 3.6141 -0.4599
C 0.1861 3.2358 -1.0082
C -0.3787 2.0207 -0.6699
N 0.2808 1.1437 0.1147
C -1.6681 1.4794 -1.0821
C -2.7035 2.1553 -1.7329
N -3.8568 1.5735 -1.9744
C -4.0366 0.3212 -1.5892
C -3.0258 -0.3846 -0.9454
N -1.8462 0.1868 -0.6938
C 2.0523 4.8987 -0.8143
C 3.4020 5.1634 -0.5484
C 3.9362 6.3945 -0.9007
N 3.2215 7.3142 -1.5066
C 1.9577 7.0989 -1.7848
C 1.3247 5.9120 -1.4481
H 3.5538 -3.0480 2.2099
H 1.0880 -2.8185 1.6272
H 4.1028 0.9740 1.7304
H 2.9783 2.9460 0.8983
H -0.3313 3.8643 -1.7132
H -2.6118 3.1835 -2.0512
H -4.9997 -0.1202 -1.7995
H -3.1554 -1.4165 -0.6229
H 4.0454 4.4364 -0.0802
H 4.9675 6.6428 -0.6895
H 1.4305 7.8943 -2.2915
H 0.2783 5.8029 -1.6697
C 4.6741 -2.2925 -2.4171
N 4.8883 -0.9306 -2.0290
C 6.2370 -0.4326 -1.8106
C 6.0146 1.0360 -1.4152
N 4.5620 1.1184 -1.3135
C 3.9761 -0.0170 -1.7446
S 2.3067 -0.2162 -1.8639
H 5.2497 -2.5089 -3.3195
H 3.6164 -2.4608 -2.6160
H 5.0086 -2.9650 -1.6229
H 6.8284 -0.5453 -2.7234
H 6.7121 -1.0100 -1.0123
H 6.4030 1.7291 -2.1657
H 6.4721 1.2768 -0.4532
H 4.0861 2.0010 -1.3734

Results of the Löwdin charge analysis, in e, for atoms 1 through 4: 0.985 -0.048 -0.044 -0.053

Formula: C4H13NO2
Source: OMol25
Level of theory: ωB97M-V with the def2-TZVPD basis set

Calculated values
HOMO (spin up / spin down): -14.708 / -14.699 eV
Gap between HOMO and LUMO (spin up / spin down): 11.93 / 6.90 eV
Total charge: +1
2S+1: 2

Element x y z (Å)
C 0.2056 1.8868 0.5929
N -0.3018 0.7087 -0.1303
C -1.4767 0.9748 -0.9437
C -0.4723 -0.4369 0.8207
C -0.5456 -1.7505 0.0113
O 0.2363 -2.6497 0.8004
H 0.4321 2.7351 -0.0551
H -0.4252 2.2583 1.4010
H 1.1898 1.5754 0.9486
H -2.3400 1.1721 -0.2999
H -1.6624 0.1511 -1.6278
H -1.2996 1.9135 -1.4704
H -1.3912 -0.2696 1.3752
H 0.4512 -0.5243 1.3826
H -0.1146 -1.7589 -0.9957
H -1.5716 -2.1235 -0.0611
H 0.1623 -3.5565 0.5122
H 2.3617 -0.5235 -0.5778
H 3.5722 0.0282 -1.2136
O 2.9898 0.1896 -0.4696

Results of the Löwdin charge analysis, in e, for atoms 1 through 4: 0.000 -0.043 0.009 -0.078

Formula: C8H12N2O2
Source: OMol25
Level of theory: ωB97M-V with the def2-TZVPD basis set

Calculated values
HOMO: -9.319 eV
Gap between HOMO and LUMO: 9.66 eV
Total charge: 0
2S+1: 1

Element x y z (Å)
C -2.3148 -1.1527 -0.4888
C -0.5320 0.3811 -2.1738
C -0.4510 0.3921 -0.9389
C 1.3984 0.9896 2.1447
C 1.4084 -1.2912 1.3386
C 2.2930 0.6556 -0.1788
C -3.0454 0.0767 -0.7222
C 1.2891 0.0901 0.7884
N -1.8582 -2.1930 -0.3905
N -3.7057 0.4159 -1.7591
O -3.8288 -0.4505 -2.7775
O -0.0785 0.3508 0.2991
H -0.7889 0.6535 -3.1574
H -3.3285 -1.2717 -2.4712
H 0.4364 1.3491 2.4723
H 2.1308 0.5481 2.8653
H 1.8292 1.9740 1.7461
H 0.8896 -1.2996 2.3217
H 2.4582 -1.5543 1.6556
H 1.0121 -1.9975 0.7008
H 3.2854 0.6892 0.3917
H 2.4048 0.0140 -1.1015
H 2.1300 1.6777 -0.5078
H -3.0336 0.9529 -0.0567

Results of the Löwdin charge analysis, in e, for atoms 1 through 4: -0.246 0.144 -0.300 -0.022